# 1
ORCA calculation (ωB97M-V/def2-TZVPD) on 2 unconnected molecules or ions with the total composition C6H9N.

Element x y z (Å)
C  0.4207  0.1612  0.5108
C  1.4174  -0.8908  0.1162
C  -0.5922  -0.1971  1.5605
C  0.5372  2.4040  -0.4057
N  0.6698  1.3952  0.2683
C  -1.1974  0.0635  -1.7791
C  -1.7330  -1.0019  -1.9126
H  2.1605  -0.4869  -0.5674
H  0.9029  -1.7133  -0.3823
H  1.9230  -1.2898  0.9967
H  -1.2213  0.6574  1.8007
H  -1.2262  -1.0070  1.1989
H  -0.0948  -0.5381  2.4707
H  1.0371  3.3246  -0.1254
H  -0.8413  1.0784  -1.7514
H  -2.1626  -1.9596  -1.9988

Summary:
- Kohn-Sham gap: 8.7 eV
- Energy: -7853.2853 eV
- Energy above the lowest of the compared OMol25 structures with the same formula, charge and spin: 112.4 kcal per mole
- Max |F|: 1.609 eV Å⁻¹
- Net charge: 0
- LUMO level: 0.96 eV

# 2
ORCA calculation (ωB97M-V/def2-TZVPD) on 2 unconnected molecules or ions with the total composition C10H13O2.

Element x y z (Å)
C  0.9129  1.2797  1.8864
C  -0.4609  0.6039  1.9128
C  1.9765  0.2677  2.4208
O  1.8668  -0.0242  3.6302
O  2.7955  -0.1743  1.5784
H  1.1852  1.5160  0.8563
H  1.0236  2.1893  2.4727
H  -0.4156  -0.4711  2.0938
H  -1.0152  0.8446  1.0014
H  -1.0774  0.9153  2.7615
C  1.3503  -0.1943  -1.4452
C  -2.2387  0.7962  -2.1033
C  -2.8743  -0.4240  -1.9754
C  -0.8611  0.8840  -1.9483
C  -0.1358  -0.2736  -1.7125
C  -2.1509  -1.5808  -1.7161
C  -0.7710  -1.5098  -1.5904
H  -2.8375  1.6423  -2.4151
H  -3.9527  -0.4758  -2.0604
H  -0.4049  1.8633  -2.0780
H  -2.6398  -2.5460  -1.7678
H  1.8915  -1.0857  -1.7543
H  1.5142  -0.1192  -0.3672
H  -0.1495  -2.3349  -1.2559
H  1.7828  0.6992  -1.9013

Summary:
- Kohn-Sham gap: 7.2 eV
- Energy: -14677.3119 eV
- Energy above the lowest of the compared OMol25 structures with the same formula, charge and spin: 6.8 kcal per mole
- Max |F|: 1.228 eV Å⁻¹
- Net charge: -1
- LUMO level: 3.23 eV

# 3
ORCA calculation (ωB97M-V/def2-TZVPD) on a molecular structure, C8H19AsClIO3P.

Element x y z (Å)
C  1.4396  2.8528  0.0524
C  0.9449  1.7846  -0.9367
C  1.5802  0.4078  -0.7549
As  0.6129  -1.0552  0.2646
C  0.0783  0.1945  1.8730
C  1.0795  0.2524  2.9558
O  1.8557  -0.5691  3.3408
I  1.0641  2.1956  4.1194
C  -1.2498  -0.7621  -0.6913
Cl  -1.1490  -0.4204  -2.4772
C  -2.2588  0.1482  -0.0112
C  -3.5613  0.3298  -0.8108
P  1.2045  -2.5899  -1.5129
O  0.1204  -3.8816  -1.3939
O  2.6928  -3.1666  -1.0732
H  1.4706  2.5061  1.0744
H  2.4138  3.1965  -0.2788
H  0.7804  3.7124  -0.0357
H  -0.1381  1.7912  -0.9797
H  1.2583  2.1631  -1.9095
H  1.7845  -0.0026  -1.7396
H  2.5590  0.5351  -0.2973
H  -0.1160  -2.2356  1.0441
H  1.9786  -1.4538  0.9641
H  -0.1626  1.2117  1.6001
H  -0.7753  -0.2922  2.3332
H  -1.6809  -1.7570  -0.6600
H  -2.5422  -0.3453  0.9135
H  -1.8972  1.1464  0.2034
H  -3.9593  -0.6203  -1.1455
H  -4.2869  0.8062  -0.1566
H  -3.3732  0.9897  -1.6454
H  -0.4964  -3.7076  -2.1027
H  2.7290  -3.3649  -0.1259

Summary:
- Kohn-Sham gap: 5.9 eV
- Energy: -105495.9238 eV
- Energy above the lowest of the compared OMol25 structures with the same formula, charge and spin: 0.0 kcal per mole
- Max |F|: 2.182 eV Å⁻¹
- Net charge: -1
- LUMO level: 2.58 eV

# 4
ORCA calculation (ωB97M-V/def2-TZVPD) on 3 unconnected molecules or ions with the total composition C10H20N3O8S2.

Element x y z (Å)
C  -1.4268  3.7367  -1.0506
C  -1.3744  2.4336  -1.4089
C  -0.5289  1.4123  -0.6810
C  0.6036  0.7369  -1.5028
C  1.0033  1.4259  -2.8036
N  1.8432  2.5475  -2.3053
C  2.6071  1.8005  -1.3808
N  3.8703  2.0942  -1.2036
N  1.9251  0.7617  -0.8156
H  -2.3631  4.2443  -0.8396
H  -0.5177  4.3297  -0.9346
H  -1.9292  2.0718  -2.2742
H  -1.2221  0.6591  -0.3097
H  -0.0711  1.9406  0.1602
H  0.2538  -0.2568  -1.7712
H  0.2554  1.6717  -3.5457
H  1.7372  0.7533  -3.2574
H  1.3072  3.1420  -1.6634
H  4.3702  1.9436  -0.3397
H  4.3733  2.4883  -1.9847
H  1.8315  0.8011  0.1972
C  -1.1638  0.1031  3.6867
C  -2.1318  -1.0535  3.8312
O  -3.3683  -0.5252  3.3159
S  -3.0895  0.4924  2.1370
O  -3.1957  -0.1568  0.8754
O  -3.7885  1.6956  2.4008
O  -1.5229  0.7093  2.4295
H  -1.2972  0.8444  4.4758
H  -0.1260  -0.2184  3.6520
H  -2.2753  -1.3635  4.8618
H  -1.8378  -1.9074  3.2237
C  0.8659  -3.2986  -1.5653
C  0.7237  -4.6416  -0.8760
O  0.9712  -4.3333  0.5112
S  0.4198  -2.8919  0.8592
O  -0.8700  -2.9842  1.4401
O  1.4444  -2.1383  1.4973
O  0.2617  -2.3731  -0.6425
H  1.9159  -3.0291  -1.6928
H  0.3516  -3.2461  -2.5207
H  1.4486  -5.3752  -1.2143
H  -0.2839  -5.0469  -0.9710

Summary:
- Kohn-Sham gap: 7.6 eV
- Energy: -53204.5237 eV
- Energy above the lowest of the compared OMol25 structures with the same formula, charge and spin: 76.7 kcal per mole
- Max |F|: 2.098 eV Å⁻¹
- Net charge: +1
- LUMO level: -3.84 eV

# 5
ORCA calculation (ωB97M-V/def2-TZVPD) on a single C15H15ClN4 molecule.

Element x y z (Å)
C  -4.5905  2.4154  -0.9312
C  -3.3706  1.7138  -0.8662
N  -3.4173  0.5999  -0.0458
C  -2.1170  -0.0326  0.0893
N  -1.7291  -1.1196  0.6466
C  -0.3947  -1.2888  0.6687
C  0.3091  -2.3992  1.4145
C  1.1033  -2.0206  2.3261
C  2.6779  -1.9959  1.9686
C  3.0534  -1.4767  0.6064
C  4.3707  -1.4586  0.4052
C  5.2321  -2.1614  1.0106
C  4.9887  -2.7188  2.2635
C  3.5167  -2.9707  2.4626
N  0.2429  -0.3363  -0.0740
N  -0.9268  0.2540  -0.5694
C  -0.8742  1.3241  -1.3468
C  0.3984  1.6461  -1.9410
C  -2.0930  2.1193  -1.5119
Cl  -2.2412  3.3455  -2.3453
H  -5.3667  1.8376  -0.3599
H  -4.3762  3.4093  -0.7335
H  -4.7825  2.3512  -2.0474
H  0.8082  -2.9185  0.4861
H  -0.4660  -3.0121  1.8419
H  1.0938  -2.6863  3.2652
H  1.0457  -1.0403  2.5500
H  2.2714  -0.7789  0.1260
H  4.6822  -0.8987  -0.6376
H  6.1753  -2.2612  0.5902
H  5.8149  -3.2117  2.5344
H  3.3144  -3.1969  3.4446
H  0.7522  2.8681  -1.8599
H  0.2171  1.7915  -2.9712
H  1.1801  1.0500  -1.7547

Summary:
- SMILES: Cc1nc2nc(CCc3ccccc3)nn2c(C)c1Cl
- Kohn-Sham gap: 8.5 eV
- Energy: -34272.0782 eV
- Max |F|: 15.524 eV Å⁻¹
- Net charge: 0
- LUMO level: 0.09 eV

# 6
ORCA calculation (ωB97M-V/def2-TZVPD) on a single C4H6ClN molecule.

Element x y z (Å)
Cl  1.9955  -0.5554  -0.0363
C  1.1726  0.8806  0.0629
C  -0.0539  1.0124  0.0198
C  -0.9356  -0.0618  -0.2599
C  -2.0213  -0.3491  0.8551
N  -2.3670  -0.2939  -0.7167
H  1.7037  1.8823  0.4031
H  -0.2993  2.0486  0.0451
H  -0.3727  -0.8874  -0.5122
H  -2.3137  0.4151  1.4397
H  -2.2112  -1.3772  1.3556
H  -2.8321  0.5251  -1.1642

Summary:
- SMILES: Cl/C=C\[C@H]1CN1
- Kohn-Sham gap: 10.0 eV
- Energy: -18254.0560 eV
- Energy above the lowest of the compared OMol25 structures with the same formula, charge and spin: 78.1 kcal per mole
- Max |F|: 8.125 eV Å⁻¹
- Net charge: 0
- LUMO level: 0.98 eV

> Number 5 is which compound?

C15H15ClN4

> The lowest max |F| belongs to which entry?

C10H13O2